This record from OMol25 describes a structure of composition C36H28BCl2F2N7O2SbW. The level of theory is ωB97M-V/def2-TZVPD.

The geometry in ORCA input format:
```
! wB97M-V def2-TZVPD RIJCOSX def2/J DEFGRID3
* xyz 1 3
W 0.18 -0.22 0.06
Cl -1.41 5.29 3.96
C -1.34 4.24 2.61
C -0.71 3.00 2.80
C -0.52 2.16 1.73
N 0.11 0.90 1.82
C 0.98 0.78 2.98
O 1.67 1.71 3.38
C 1.04 -0.47 3.78
C 2.22 -0.93 4.30
C 2.34 -2.28 4.64
C 1.20 -3.11 4.59
C -0.03 -2.56 4.33
N -0.13 -1.17 4.17
C -0.89 2.60 0.43
C -1.53 3.84 0.25
C -1.61 4.72 1.32
Cl -2.10 6.38 1.15
N -0.65 1.63 -0.56
C -0.79 2.17 -1.89
O -0.30 3.26 -2.26
C -1.75 1.49 -2.88
C -2.06 2.30 -4.01
C -2.67 1.76 -5.11
C -3.23 0.45 -4.94
C -2.98 -0.27 -3.77
N -2.21 0.22 -2.77
H -0.50 2.71 3.82
H 3.11 -0.30 4.33
H 3.28 -2.75 4.95
H 1.25 -4.18 4.74
H -0.97 -3.10 4.29
H -1.89 4.18 -0.74
H -1.67 3.32 -3.98
H -2.66 2.28 -6.09
H -3.73 -0.04 -5.74
H -3.45 -1.22 -3.59
C 3.24 1.19 0.78
C 3.14 -0.28 0.91
C 4.19 -1.05 1.48
C 4.28 -2.39 1.20
C 3.29 -2.96 0.36
C 2.13 -2.31 0.07
N 1.96 -0.96 0.44
Sb 0.81 -3.28 -1.42
C 0.69 -1.62 -2.72
C 0.73 -1.92 -4.08
C 1.27 -0.98 -4.98
C 1.72 0.22 -4.40
C 1.60 0.50 -3.00
C 2.34 1.76 -2.56
N 0.91 -0.39 -2.20
C -1.06 -2.36 -0.99
C -2.14 -2.82 -1.73
C -3.44 -2.79 -1.24
C -3.67 -2.04 -0.10
C -2.64 -1.40 0.55
C -2.93 -0.64 1.80
N -1.32 -1.58 0.12
H 3.83 1.57 1.65
H 2.24 1.62 0.78
H 3.77 1.42 -0.18
H 4.89 -0.46 2.08
H 5.07 -3.00 1.53
H 3.32 -3.97 0.02
H 0.35 -2.87 -4.47
H 1.25 -1.16 -6.03
H 2.29 1.00 -4.95
H 2.04 2.58 -3.24
H 3.41 1.49 -2.67
H 2.08 2.03 -1.49
H -1.96 -3.28 -2.71
H -4.27 -3.28 -1.81
H -4.66 -1.90 0.39
H -3.09 -1.35 2.63
H -3.84 -0.08 1.65
H -2.15 0.07 2.00
F -1.52 0.78 4.84
B -1.33 -0.55 4.63
F -2.37 -1.34 4.97
*
```

Computed properties:
- <S²> = 2.122
- energy (Eh) = -3374.5238
- HOMO level (spin up / spin down) (eV) = -9.1 / -9.6
- molecular weight (g/mol) = 1015.98

Want to see where the charge sits? The Mulliken charges in e are: 0.138 -0.204 -0.278 -1.041 0.667 1.591 -0.044 -0.583 -0.463 -0.899 -0.578 -0.683 -0.497 0.423 0.701 -0.583 -0.338 -0.206 0.056 -0.069 -0.618 0.347 -0.769 -0.662 -0.774 -0.170 0.331 0.514 0.603 0.430 0.462 0.535 0.503 0.471 0.403 0.438 0.276 -1.213 0.753 -0.877 -0.824 -0.453 0.026 1.329 0.980 0.123 -0.729 -0.783 -1.003 0.875 -1.551 0.039 0.204 -0.788 -0.820 -0.577 0.683 -0.762 0.486 0.514 -0.011 0.186 0.539 0.537 0.516 0.394 0.510 0.457 0.535 0.541 -0.129 0.420 0.402 0.493 0.406 0.563 -0.406 -0.221 0.521 -0.313

---

This record from OMol25 describes a cluster of 7 separate species, C35H57ClN7O21 in total. The level of theory is ωB97M-V/def2-TZVPD.

The geometry in ORCA input format:
```
! wB97M-V def2-TZVPD RIJCOSX def2/J DEFGRID3
* xyz 1 1
C 8.20 -0.26 2.58
C 7.75 -0.88 1.30
O 8.01 -1.96 0.88
O 6.91 -0.08 0.45
C 5.81 0.54 0.94
O 5.77 1.24 1.90
C 4.58 0.26 0.08
N 3.56 -0.39 0.88
C 3.60 -1.56 1.50
N 2.48 -1.86 2.08
C 1.67 -0.81 1.85
N 0.45 -0.75 2.37
C -0.48 0.37 2.29
C -1.46 0.40 3.47
C -0.89 -0.07 4.80
Cl -1.98 2.12 3.61
N 2.28 0.11 1.10
C 1.91 1.43 0.59
C 2.23 2.61 1.59
N 1.17 3.61 1.62
N 3.43 3.30 1.12
N 2.28 2.04 2.93
H 7.58 -0.64 3.40
H 9.23 -0.59 2.74
H 8.13 0.82 2.57
H 4.83 -0.37 -0.77
H 4.22 1.22 -0.30
H 4.49 -2.18 1.48
H 0.19 -1.57 2.90
H 0.08 1.29 2.32
H -1.06 0.31 1.36
H -2.38 -0.13 3.21
H -1.55 0.22 5.62
H -0.80 -1.16 4.82
H 0.11 0.35 4.95
H 2.47 1.58 -0.33
H 0.86 1.44 0.33
H 0.92 3.94 0.70
H 0.36 3.29 2.13
H 3.36 4.28 1.35
H 4.26 2.92 1.56
H 2.32 2.80 3.60
H 3.16 1.54 3.07
C -7.42 2.44 1.64
C -6.59 1.19 1.47
C -5.32 1.14 2.29
O -4.44 0.37 1.46
C -4.85 0.51 0.17
O -4.22 0.16 -0.77
O -6.06 1.10 0.13
H -6.91 3.29 1.19
H -8.39 2.34 1.17
H -7.58 2.64 2.70
H -7.20 0.30 1.64
H -5.43 0.65 3.25
H -4.88 2.13 2.43
C 1.85 6.76 6.49
C 1.26 5.38 6.38
C 1.02 4.66 7.70
O 1.21 3.29 7.34
C 2.02 3.24 6.27
O 2.53 2.25 5.83
O 2.18 4.47 5.74
H 2.89 6.70 6.82
H 1.83 7.28 5.53
H 1.28 7.35 7.21
H 0.35 5.39 5.78
H 0.03 4.80 8.10
H 1.77 4.94 8.45
C -2.91 -4.41 -0.87
C -4.36 -4.39 -0.46
C -4.76 -3.24 0.43
O -5.81 -3.81 1.22
C -5.62 -5.15 1.27
O -6.20 -5.88 2.00
O -4.67 -5.52 0.38
H -2.28 -4.67 -0.02
H -2.72 -5.15 -1.65
H -2.62 -3.43 -1.26
H -5.01 -4.44 -1.33
H -5.13 -2.38 -0.13
H -3.95 -2.93 1.10
C 7.70 1.59 -3.83
C 6.32 1.12 -3.43
C 5.34 0.92 -4.57
O 4.08 1.23 -3.95
C 4.32 2.08 -2.93
O 3.47 2.67 -2.33
O 5.64 2.14 -2.65
H 7.65 2.62 -4.19
H 8.39 1.55 -2.99
H 8.09 0.96 -4.63
H 6.38 0.23 -2.80
H 5.32 -0.10 -4.95
H 5.51 1.61 -5.39
C -0.12 0.81 -6.81
C 0.76 -0.35 -7.19
C 2.11 -0.40 -6.50
O 2.94 -1.02 -7.48
C 2.41 -0.78 -8.70
O 2.96 -0.99 -9.73
O 1.16 -0.27 -8.57
H 0.29 1.74 -7.21
H -1.13 0.69 -7.21
H -0.19 0.89 -5.72
H 0.23 -1.30 -7.06
H 2.11 -0.99 -5.59
H 2.50 0.60 -6.29
C -8.04 -7.32 -3.44
C -8.00 -5.86 -3.81
C -7.17 -5.51 -5.03
O -6.69 -4.20 -4.72
C -6.68 -4.06 -3.38
O -6.15 -3.17 -2.79
O -7.33 -5.08 -2.79
H -7.06 -7.63 -3.06
H -8.78 -7.51 -2.66
H -8.29 -7.92 -4.31
H -9.01 -5.45 -3.90
H -7.74 -5.49 -5.96
H -6.31 -6.18 -5.14
*
```

Computed properties:
- energy (Eh) = -3791.3238
- HOMO level (eV) = -11.8
- molecular weight (g/mol) = 947.32

Results of the Mulliken charge analysis, in e, for atoms 1 through 99: -0.921 0.550 -0.459 -0.216 0.123 -0.551 0.534 0.172 -0.198 -0.716 0.534 0.051 0.106 0.759 -1.427 -0.256 0.267 -1.550 1.134 -0.691 -0.442 -0.097 0.298 0.339 0.328 0.283 -0.372 0.569 0.347 -0.900 0.344 0.121 0.443 0.388 0.265 0.362 0.522 0.288 0.146 0.296 0.114 -0.071 0.167 -1.504 0.484 -0.588 -0.040 0.478 -0.543 -0.364 0.352 0.379 0.372 0.302 0.363 0.369 -1.449 0.535 -0.526 -0.315 0.659 -0.547 -0.356 0.354 0.365 0.383 0.275 0.312 0.317 -1.527 1.560 -0.070 -0.348 0.571 -0.563 -0.393 0.381 0.375 0.356 -0.584 0.129 0.070 -1.635 0.785 -0.576 -0.213 0.547 -0.575 -0.351 0.374 0.372 0.389 0.155 0.412 0.324 -1.410 0.506 -0.333 -0.337

---

This record from OMol25 describes the molecule C5H4N2O. The level of theory is ωB97M-V/def2-TZVPD.

The geometry in ORCA input format:
```
! wB97M-V def2-TZVPD RIJCOSX def2/J DEFGRID3
* xyz 0 1
C 0.11 -0.90 -2.17
C -0.32 0.12 -1.43
C 0.07 0.42 0.03
O 0.64 1.67 0.17
C 1.00 -0.64 0.58
N 1.59 -1.55 0.96
C -1.10 0.33 0.90
N -2.01 0.15 1.62
H 0.84 -1.61 -1.88
H -0.34 -1.02 -3.15
H -1.11 0.73 -1.82
H -0.12 2.28 0.03
*
```

Computed properties:
- energy (Eh) = -377.5992
- HOMO level (eV) = -11.3
- energy above the lowest of the compared OMol25 structures with the same formula, charge and spin (kJ/mol) = 170.1
- molecular weight (g/mol) = 108.10

Want to see where the charge sits? The Mulliken charges in e are: -0.722 -0.499 1.618 -0.546 -0.348 -0.374 -0.012 -0.374 0.293 0.250 0.307 0.408